(1)
Below is C48H34CdF5N4O2P2S as an isolated structure, with properties calculated with the ωB97M-V functional and the def2-TZVPD basis.

```
! wB97M-V def2-TZVPD RIJCOSX def2/J DEFGRID3
* xyz -1 1
Cd -1.5735 -0.5610 0.7098
C 2.1532 2.1438 0.5599
P 2.7144 0.6795 -0.4754
C 2.0419 0.9332 -2.1317
C 0.9288 1.7428 -2.4042
C 0.0819 1.4038 -3.4853
C 0.4724 0.4761 -4.4221
C 1.6661 -0.2149 -4.2285
C 2.4534 0.0138 -3.0954
C 4.4161 1.1648 -0.7930
C 5.4532 0.5778 -0.0684
C 6.7596 0.8497 -0.4772
C 7.0110 1.6987 -1.5081
C 5.9792 2.3933 -2.1230
C 4.6495 2.1225 -1.7975
C 1.6424 1.7074 1.8828
C 2.2549 2.1120 3.1678
C 1.5600 1.4745 4.1612
C 0.4926 0.7197 3.4617
C -0.5537 -0.0954 4.0718
P -1.1005 -1.5081 3.0271
C -2.5836 -2.1304 3.7984
C -3.5858 -1.2221 4.1957
C -4.9104 -1.6409 4.4065
C -5.1810 -2.9952 4.3869
C -4.1384 -3.9190 4.1933
C -2.8481 -3.4842 3.8907
C 0.1087 -2.8830 3.0016
C 1.1526 -3.1058 3.8476
C 2.2528 -4.0315 3.5104
C 2.1661 -4.9011 2.5006
C 1.0767 -4.7723 1.4482
C 0.0970 -3.6308 1.7219
N 0.6120 0.8479 2.1288
H 2.9403 2.9032 0.7208
H 1.3481 2.6623 0.0026
H 0.7043 2.6080 -1.8107
H -0.8332 1.9861 -3.5761
H -0.1539 0.3131 -5.2984
H 1.9849 -1.0184 -4.8988
H 3.3944 -0.5213 -2.9092
H 5.2155 -0.0816 0.7591
H 7.5729 0.4494 0.1002
H 8.0427 1.8719 -1.8232
H 6.1797 3.1075 -2.9038
H 3.7808 2.6266 -2.2518
H 2.9621 2.8760 3.3040
H 1.7128 1.6097 5.2355
H -0.1942 -0.4193 5.0654
H -1.4220 0.5475 4.2657
H -3.3241 -0.1462 4.2926
H -5.7067 -0.9356 4.6827
H -6.2171 -3.3399 4.4624
H -4.3788 -4.9951 4.2448
H -2.0555 -4.2076 3.7640
H 1.2750 -2.5073 4.7526
H 3.1374 -4.0158 4.1333
H 2.8432 -5.7413 2.4348
H 0.5928 -5.7382 1.2386
H -0.8741 -3.8705 1.2829
O -3.9110 -0.8349 -2.8075
C -3.4169 -0.6865 -1.6983
N -2.2772 -1.2141 -1.2229
C -1.7676 -2.2435 -1.9309
O -2.3274 -2.8581 -2.8828
C -0.4626 -2.7358 -1.3380
C 0.0714 -3.9673 -1.8685
C 1.0581 -4.6035 -1.2146
C 1.5911 -4.0853 0.0836
C 0.8946 -2.7938 0.5726
N 0.0425 -2.1136 -0.3103
C -4.1884 0.2268 -0.7660
C -5.5088 0.5507 -1.1484
C -6.2126 1.3900 -0.2775
C -5.5797 1.9570 0.8188
C -4.2400 1.6046 1.0493
N -3.6321 0.6274 0.3914
H -0.4092 -4.3475 -2.8046
H 1.4566 -5.5210 -1.6605
H 2.7033 -4.1316 0.1135
H 1.6633 -2.0803 0.9998
H -5.9014 0.1212 -2.0951
H -7.2169 1.6771 -0.4595
H -6.0589 2.7096 1.4976
H -3.6353 2.0897 1.8519
F 0.9390 6.2699 -6.3271
C 0.3318 5.7701 -5.2420
C 0.5860 6.2297 -3.9533
F 1.4806 7.2145 -3.7651
C -0.1195 5.7602 -2.8395
F 0.1634 6.2602 -1.6083
C -1.1006 4.7430 -2.9495
S -1.7983 3.9224 -1.6958
C -1.3900 4.3805 -4.3152
F -2.5427 3.6956 -4.5248
C -0.6192 4.7577 -5.3909
F -0.9140 4.2700 -6.6144
*
```

The value obtained for the largest force on an atom is 0.07207 Eh/bohr. As for the LUMO energy: 0.034 hartree. The HOMO energy comes out at -0.13483 Ha. The calculation puts the HOMO-LUMO gap at 4.594 eV.

Atom charges from the Löwdin analysis, given in e for atoms 1 to 2: 1.318, -0.283


(2)
Below is C48H38Cl3GeO2P2PdS as an isolated structure, with properties calculated with the ωB97M-V functional and the def2-TZVPD basis.

```
! wB97M-V def2-TZVPD RIJCOSX def2/J DEFGRID3
* xyz 2 4
Pd -0.7784 0.8517 -1.3136
O -0.8105 -2.0754 -2.7879
S -0.8587 -1.5243 -1.4316
C -2.3056 -2.0851 -0.6007
C -2.7976 -3.2453 -1.1053
C -3.8003 -3.9578 -0.4890
C -4.4448 -3.4227 0.6020
C -5.5467 -3.9184 1.4611
C -5.5076 -3.0571 2.7294
C -4.4589 -1.9965 2.3942
C -3.8813 -1.0709 3.2259
C -2.8967 -0.2556 2.6607
C -2.2866 -0.4070 1.4347
P -0.8873 0.6606 1.0682
C 0.5508 0.0744 2.0970
C 0.4821 -1.0221 2.9675
C 1.6588 -1.3166 3.6793
C 2.8385 -0.6576 3.4600
C 2.9112 0.3496 2.5003
C 1.7496 0.7248 1.8264
C -1.4733 2.2360 1.7185
C -2.7918 2.5847 1.3970
C -3.2448 3.8300 1.7527
C -2.3791 4.8303 2.2394
C -1.0809 4.4626 2.4595
C -0.6201 3.1953 2.2903
C -2.7496 -1.5218 0.6301
C -3.8953 -2.2497 1.1504
C 0.4276 -2.1131 -0.2975
C -0.0002 -3.1717 0.5323
C 0.9161 -3.8367 1.3783
C 2.2377 -3.4074 1.3989
C 3.3348 -4.0183 2.1797
C 4.5755 -3.1412 1.7349
C 4.0773 -2.1709 0.7186
C 4.6066 -1.2281 -0.0891
C 3.7535 -0.3974 -0.8738
C 2.3975 -0.5818 -1.0667
P 1.4518 0.6822 -2.0061
C 2.1596 2.3213 -1.7028
C 3.1662 2.7822 -2.4785
C 3.7454 4.0350 -2.1702
C 3.2441 4.7493 -1.0764
C 2.1715 4.2825 -0.3469
C 1.5771 3.0808 -0.7309
C 1.3789 0.3793 -3.7760
C 1.5744 -0.9584 -4.2228
C 1.4252 -1.1785 -5.5873
C 1.1570 -0.1265 -6.4556
C 0.9166 1.1390 -5.9696
C 1.0392 1.4289 -4.6161
C 1.7555 -1.5967 -0.2474
C 2.6318 -2.3482 0.5563
H -2.2076 -3.6916 -1.8715
H -4.1151 -4.8932 -0.8685
H -5.4837 -5.0360 1.6210
H -6.5408 -3.9032 0.9967
H -5.1395 -3.7129 3.5582
H -6.4060 -2.5675 3.0207
H -4.2932 -1.0876 4.1935
H -2.5854 0.5406 3.3482
H -0.4302 -1.6564 3.0297
H 1.6225 -2.1856 4.2922
H 3.7177 -0.9286 4.0258
H 3.8751 0.8850 2.3666
H 1.7604 1.5327 1.0955
H -3.4902 1.8486 0.9924
H -4.2893 3.9809 1.6568
H -2.8403 5.7808 2.4756
H -0.3787 5.1446 2.8871
H 0.3546 3.0094 2.5102
H -0.9425 -3.6597 0.4578
H 0.6365 -4.7185 1.8936
H 3.4788 -5.0509 1.9695
H 3.1257 -4.0024 3.2529
H 5.3474 -3.8455 1.3630
H 5.0500 -2.5896 2.5400
H 5.6951 -1.0290 -0.0886
H 4.3009 0.3692 -1.4275
H 3.5312 2.2189 -3.3197
H 4.5682 4.3907 -2.7554
H 3.7279 5.6747 -0.7826
H 1.7428 4.9398 0.4077
H 0.8054 2.6285 -0.1870
H 1.8239 -1.7293 -3.4936
H 1.6297 -2.1626 -6.0076
H 1.2707 -0.2135 -7.5470
H 0.7379 1.9775 -6.6713
H 0.8963 2.4614 -4.2961
O -2.1434 1.0545 -3.3027
H -2.4818 1.7558 -3.8909
H -2.1864 0.2404 -3.8372
Cl -0.7834 6.2421 -0.7743
Ge -2.8199 5.6880 -1.0824
Cl -3.8827 7.3648 -1.7728
Cl -2.6745 4.3129 -2.7801
*
```

The value obtained for the largest force on an atom is 0.06410 Eh/bohr. As for the LUMO energy (alpha / beta): -0.190 / -0.254 hartree. The HOMO energy (alpha / beta) comes out at -0.46716 / -0.48829 Ha. As for the expectation value of S²: 3.765. The calculation puts the HOMO-LUMO gap (alpha / beta) at 7.542 / 6.380 eV. The energy above the lowest of the compared OMol25 structures with the same formula, charge and spin is 5.7 kcal per mole.

Atom charges from the Löwdin analysis, given in e for atoms 1 to 2: 0.512, -0.395


(3)
Below is C48H39CoIN6O4SeTe as an isolated structure, with properties calculated with the ωB97M-V functional and the def2-TZVPD basis.

```
! wB97M-V def2-TZVPD RIJCOSX def2/J DEFGRID3
* xyz 0 4
Co 1.4223 0.1871 0.7975
C 0.4389 5.2125 -1.0899
C 0.4388 4.4714 0.1706
N 1.4497 4.9925 2.4017
C 1.1440 4.2584 3.3648
C 0.6184 2.8861 3.5895
C 0.8144 2.3725 4.9821
O -0.2464 1.5145 5.3776
C 0.1656 2.0524 2.5768
C -0.4031 0.7367 2.9176
N 0.1164 -0.3245 2.4109
C -0.2978 -1.5838 3.0211
C -0.4400 -1.6303 4.4008
C -1.0272 -2.7518 5.0028
C -1.3507 -3.8402 4.2220
C -1.1079 -3.8092 2.8819
C -0.5941 -2.7165 2.2268
I 3.7846 0.9125 2.0319
C 0.4274 2.1303 1.1536
O -0.6858 0.7846 -0.3909
H 0.4574 6.3034 -0.9890
H -0.3548 4.8515 -1.7402
H 1.3161 4.8890 -1.6488
H 1.2342 4.7924 4.2444
H 0.9922 3.1836 5.6280
H 1.7506 1.7200 4.9792
H -1.0035 2.0849 5.5252
H -1.0628 0.6491 3.7720
H -0.0253 -0.8361 5.0913
H -1.1411 -2.7798 6.0740
H -1.8422 -4.7175 4.6246
H -1.3813 -4.6909 2.3313
Se -4.9307 6.1617 1.9661
N -5.5055 4.5067 1.6922
C -4.4233 3.8858 1.3070
C -4.4374 2.4719 0.8913
C -5.6389 1.7712 1.0779
C -5.6853 0.4730 0.7387
C -4.5837 -0.0884 0.1185
N -3.3622 0.5407 -0.0283
C -3.2653 1.8079 0.5062
C -1.9391 2.4126 0.7017
N -0.7821 1.7853 0.4292
C 1.2345 3.1937 0.5061
C 1.6082 4.5042 1.1004
C -0.8832 4.6726 0.8484
C -1.8838 3.8270 1.0616
C -3.1509 4.5249 1.3572
N -3.2248 5.7900 1.6601
H -6.4267 2.2549 1.6481
H -6.5058 -0.2190 0.8743
H -4.6134 -1.1116 -0.1628
H 1.7481 2.8672 -0.3744
H 2.4129 4.9759 0.6092
H -1.0763 5.6977 1.1367
Te -0.0720 -2.3422 0.2689
C -1.7833 -2.7930 -0.9682
C -2.3260 -1.7418 -1.6649
C -3.5231 -2.0278 -2.4425
C -3.9912 -3.3162 -2.6369
C -3.2372 -4.3746 -2.0361
C -2.1745 -4.0890 -1.1614
C 1.1287 -4.0705 0.0496
C 1.3472 -4.6824 -1.1550
C 2.2277 -5.7508 -1.2732
C 2.9522 -6.0545 -0.1297
C 2.7564 -5.4557 1.1042
C 1.8207 -4.4611 1.1628
H -1.9920 -0.7408 -1.4563
H -4.0009 -1.2009 -2.8930
H -4.8599 -3.4240 -3.2550
H -3.4729 -5.4356 -2.1847
H -1.6594 -4.9003 -0.6417
H 0.8798 -4.3006 -2.0518
H 2.3254 -6.2130 -2.2601
H 3.7082 -6.8340 -0.2124
H 3.3157 -5.9295 1.9299
H 1.6022 -4.0143 2.1530
C 4.5304 1.0200 -6.4207
C 3.8602 0.4511 -5.1732
C 4.6077 -0.1770 -4.1874
C 3.9736 -0.7991 -3.0667
C 4.8726 -1.4372 -2.0228
C 2.5505 -0.7283 -2.9928
C 1.7926 -0.0073 -3.9420
C 0.3440 0.3305 -3.7196
C 2.4899 0.5679 -5.0369
C 1.8047 -1.2115 -1.7549
O 2.2966 -0.7501 -0.6640
O 0.8380 -1.9921 -1.9348
H 4.1829 0.4645 -7.3145
H 5.6492 0.9686 -6.4185
H 4.2711 2.0675 -6.6410
H 5.6685 -0.2668 -4.2602
H 5.8400 -1.5340 -2.4385
H 4.4920 -2.3843 -1.8218
H 4.8215 -0.7619 -1.1436
H -0.3115 -0.5393 -3.7791
H -0.0118 0.9201 -4.5475
H 0.1350 0.8161 -2.7746
H 2.0381 1.1245 -5.7971
*
```

The value obtained for the largest force on an atom is 0.06055 Eh/bohr. As for the LUMO energy (alpha / beta): -0.032 / -0.030 hartree. The HOMO energy (alpha / beta) comes out at -0.26352 / -0.27267 Ha. As for the expectation value of S²: 3.766. The calculation puts the HOMO-LUMO gap (alpha / beta) at 6.295 / 6.598 eV. The energy above the lowest of the compared OMol25 structures with the same formula, charge and spin is 164.5 kcal per mole.

Atom charges from the Löwdin analysis, given in e for atoms 1 to 2: 0.387, -0.020


(4)
Below is C48H39N5O4STeTi as an isolated structure, with properties calculated with the ωB97M-V functional and the def2-TZVPD basis.

```
! wB97M-V def2-TZVPD RIJCOSX def2/J DEFGRID3
* xyz 1 2
Ti -1.4925 -1.1996 1.2493
C 3.8644 3.2022 1.2679
C 2.8539 2.0868 1.1771
C 3.0528 1.0086 0.3014
C 2.1523 -0.0280 0.2538
C 2.1879 -1.1490 -0.7554
O 1.3972 -1.1186 -1.6696
C 3.1180 -2.2886 -0.5514
C 3.0810 -3.3463 -1.4603
C 3.9062 -4.4425 -1.2851
C 4.7697 -4.4913 -0.1954
C 4.8018 -3.4481 0.7187
C 3.9760 -2.3473 0.5434
C 1.0275 -0.0349 1.0879
O 0.2491 -1.1035 1.0579
C 0.7504 1.0678 1.9255
C 1.7079 2.1094 1.9415
C -0.4872 1.1774 2.6956
N -1.4621 0.2964 2.5991
C -2.6241 0.4089 3.5002
C -3.9261 0.6598 2.7452
Te -4.4372 -1.0714 1.5684
C -4.9985 -0.0181 -0.1810
C -5.6100 1.2258 -0.0913
C -5.9612 1.8996 -1.2535
C -5.7164 1.3276 -2.4940
C -5.1276 0.0735 -2.5754
C -4.7718 -0.6061 -1.4187
C -0.6434 2.3948 3.5485
C -1.5720 3.3736 3.2022
C -1.7191 4.5126 3.9785
C -0.9409 4.6837 5.1153
C -0.0141 3.7131 5.4667
C 0.1379 2.5775 4.6856
H 4.6032 3.1254 0.4718
H 4.3933 3.1647 2.2218
H 3.3842 4.1786 1.1974
H 3.9138 0.9954 -0.3604
H 2.3891 -3.2831 -2.2900
H 3.8761 -5.2633 -1.9900
H 5.4139 -5.3498 -0.0548
H 5.4686 -3.4952 1.5697
H 3.9975 -1.5309 1.2548
H 1.5258 2.9761 2.5621
H -2.4835 1.2048 4.2291
H -2.7113 -0.5249 4.0637
H -3.8266 1.4968 2.0558
H -4.7299 0.8702 3.4467
H -5.8251 1.6674 0.8739
H -6.4397 2.8682 -1.1864
H -5.9984 1.8523 -3.3973
H -4.9398 -0.3797 -3.5407
H -4.3138 -1.5857 -1.4868
H -2.1773 3.2529 2.3114
H -2.4432 5.2646 3.6942
H -1.0549 5.5726 5.7210
H 0.5976 3.8423 6.3499
H 0.8664 1.8246 4.9630
C 5.7965 -0.5191 -2.7664
O 4.7966 0.4817 -2.6556
C 3.6611 0.3201 -3.3878
C 3.3537 -0.8144 -4.1279
C 2.1421 -0.8938 -4.8061
C 1.2533 0.1647 -4.7741
C 1.5850 1.3204 -4.0744
C 2.7671 1.3881 -3.3688
N 0.0495 0.1656 -5.5615
N -0.9916 -0.3257 -5.1288
C -1.0790 -0.9092 -3.8208
C -1.0564 -2.2596 -3.6137
C -1.3390 -2.8175 -2.3487
C -1.6083 -2.0168 -1.2671
O -1.9335 -2.4597 -0.0423
C -1.5870 -0.6054 -1.4645
N -1.7967 0.1562 -0.3537
C -1.8364 1.4647 -0.4874
C -1.6899 2.1082 -1.7207
C -1.4504 1.3562 -2.8408
C -1.3734 -0.0454 -2.7375
H 6.6478 -0.1599 -2.1956
H 6.0957 -0.6625 -3.8072
H 5.4554 -1.4703 -2.3502
H 4.0348 -1.6520 -4.1734
H 1.9065 -1.7800 -5.3823
H 0.9064 2.1645 -4.0769
H 3.0262 2.2750 -2.8044
H -0.8428 -2.9167 -4.4477
H -1.3303 -3.8916 -2.2168
H -1.9972 2.0441 0.4138
H -1.7514 3.1860 -1.7671
H -1.3215 1.8352 -3.8030
S -1.1220 -3.7127 5.0313
C -2.2410 -4.4260 3.9512
C -2.2698 -3.7347 2.7894
N -1.4300 -2.6390 2.7488
C -0.7644 -2.5236 3.8712
H -2.8001 -5.3062 4.2212
H -2.8436 -3.9934 1.9132
H -0.0380 -1.7457 4.0546
*
```

The value obtained for the largest force on an atom is 0.05120 Eh/bohr. As for the LUMO energy (alpha / beta): -0.101 / -0.105 hartree. The HOMO energy (alpha / beta) comes out at -0.34449 / -0.35819 Ha. As for the expectation value of S²: 0.758. The calculation puts the HOMO-LUMO gap (alpha / beta) at 6.627 / 6.893 eV.

Atom charges from the Löwdin analysis, given in e for atoms 1 to 2: 0.775, -0.036